1.
C6H10FN in the gas phase, computed with ωB97M-V/def2-TZVPD.

Atoms and positions in Å:
F -0.596 1.490 1.108
C -1.396 1.345 0.023
C -0.998 0.064 -0.751
C 0.469 -0.301 -1.124
C 1.671 0.192 -0.275
N 1.355 -0.205 1.057
C 0.319 -1.241 1.035
C -0.522 -1.132 -0.227
H -2.425 1.282 0.423
H -1.199 2.296 -0.451
H -1.813 -0.066 -1.552
H 0.456 -0.320 -2.265
H 2.705 -0.058 -0.674
H 1.702 1.293 -0.114
H 0.934 0.738 1.346
H -0.450 -1.149 1.889
H 0.792 -2.115 1.205
H -1.004 -2.113 -0.654

Calculated values
calculated total energy: -389.12201 Ha
SMILES string: FC[C@H]1[C@H]2CNC[C@@H]12
relative energy (zero: lowest compared OMol25 entry of this formula, charge and spin): 58.1 kcal per mole



2.
C6H10FN in the gas phase, computed with ωB97M-V/def2-TZVPD.

Atoms and positions in Å:
C 2.635 -0.928 -0.682
C 2.038 0.035 -0.009
F 2.664 1.203 0.220
C 0.687 0.048 0.574
C -0.337 -0.718 0.112
C -1.706 -0.725 0.732
N -2.801 -0.280 -0.156
C -2.654 1.106 -0.581
H 2.142 -1.876 -0.932
H 3.634 -0.779 -1.108
H 0.588 0.666 1.480
H -0.226 -1.372 -0.795
H -1.931 -1.816 1.014
H -1.711 -0.124 1.684
H -2.935 -0.871 -0.970
H -2.668 1.821 0.255
H -1.733 1.240 -1.158
H -3.504 1.337 -1.230

Calculated values
calculated total energy: -389.17796 Ha
SMILES string: C=C(F)/C=C/CNC
relative energy (zero: lowest compared OMol25 entry of this formula, charge and spin): 23.0 kcal per mole



3.
C6H10IN3 in the gas phase, computed with ωB97M-V/def2-TZVPD.

Atoms and positions in Å:
C 1.339 2.511 0.288
C 3.199 1.032 0.145
C -0.023 -1.779 -0.633
C -1.502 0.219 -0.956
C -1.236 -0.780 1.328
C -0.559 -0.469 0.051
N 2.682 2.101 0.172
N 0.456 1.603 0.223
N 0.585 0.364 0.375
I 3.587 -0.905 -0.373
H 1.140 3.566 0.307
H 0.404 -2.366 0.056
H -0.932 -2.263 -0.911
H 0.598 -1.656 -1.541
H -2.137 0.931 -0.414
H -0.876 0.911 -1.536
H -2.249 -0.443 -1.535
H -0.785 -1.369 2.097
H -1.560 0.108 1.747
H -2.131 -1.316 1.110

Calculated values
calculated total energy: -696.39805 Ha
relative energy (zero: lowest compared OMol25 entry of this formula, charge and spin): 121.3 kcal per mole



4.
A molecular structure, C6H10INS, computed with ωB97M-V/def2-TZVPD.

Atoms and positions in Å:
C -0.148 -1.118 1.977
C -1.057 0.381 -0.284
C -1.255 1.173 0.995
C 0.267 -0.279 -0.482
C 1.474 0.631 -0.112
C 0.483 -0.773 -1.896
N 0.340 -1.421 0.358
S -0.810 0.361 2.592
I 0.056 -2.642 3.356
H -1.967 -0.375 -0.297
H -1.193 0.910 -1.171
H -0.703 2.073 0.929
H -2.253 1.592 0.914
H 1.269 1.578 0.389
H 1.838 0.805 -1.051
H 2.115 -0.004 0.641
H 0.301 0.005 -2.600
H -0.198 -1.691 -2.082
H 1.441 -1.205 -2.177

Calculated values
calculated total energy: -985.09207 Ha
relative energy (zero: lowest compared OMol25 entry of this formula, charge and spin): 67.7 kcal per mole



5.
2 unconnected molecules or ions with the total composition C6H10N, computed with ωB97M-V/def2-TZVPD.

Atoms and positions in Å:
C -0.861 -0.928 -2.396
C -2.123 -0.735 -2.080
C -1.117 -0.549 -1.047
C 2.189 1.197 0.737
C -1.456 -0.033 1.287
C 1.946 -0.201 0.712
N -0.759 -0.555 0.131
H -0.180 -1.193 -3.098
H -3.190 -0.791 -2.317
H 3.210 1.541 0.880
H 1.952 1.535 -0.299
H 1.479 1.829 1.500
H -2.426 0.414 0.873
H -0.644 0.716 1.758
H -1.480 -0.885 1.878
H 1.273 -0.594 1.594
H 2.187 -0.766 -0.115

Calculated values
calculated total energy: -288.87097 Ha
net charge: +1
relative energy (zero: lowest compared OMol25 entry of this formula, charge and spin): 133.0 kcal per mole



6.
A molecular structure, C6H10N, computed with ωB97M-V/def2-TZVPD.

Atoms and positions in Å:
C -0.848 -1.319 0.067
C -0.045 -0.913 1.089
C 0.189 1.086 -0.351
C -0.952 -0.414 -0.995
C 0.488 0.546 0.990
C -1.581 -0.294 -2.257
N 1.980 0.645 1.514
H -1.434 -2.194 0.096
H -0.229 -1.267 2.064
H 0.917 1.117 -1.126
H -0.150 1.096 1.684
H -2.176 0.598 -2.393
H -2.198 -1.329 -2.424
H -0.800 -0.080 -3.004
H 2.193 1.367 2.075
H 2.638 0.565 0.739
H 2.073 -0.283 2.057

Calculated values
calculated total energy: -288.91016 Ha
net charge: +1
relative energy (zero: lowest compared OMol25 entry of this formula, charge and spin): 108.4 kcal per mole



7.
A gas-phase ion, C6H10N (charge +1), computed with ωB97M-V/def2-TZVPD.

Atoms and positions in Å:
C -0.618 0.745 -0.257
C -1.103 -0.680 -0.232
C 1.706 -0.433 -0.636
C 0.214 -0.341 -0.436
C -0.904 2.137 0.034
C -2.029 -1.665 0.286
N 2.473 -0.250 0.635
H 1.821 -1.487 -1.016
H 2.095 0.304 -1.260
H -1.853 2.361 -0.599
H 0.035 2.814 -0.248
H -1.299 2.283 1.003
H -1.994 -2.564 -0.475
H -2.969 -1.180 0.430
H -1.623 -1.847 1.227
H 3.274 -0.870 0.659
H 2.775 0.672 0.886

Calculated values
calculated total energy: -289.00022 Ha
net charge: +1
relative energy (zero: lowest compared OMol25 entry of this formula, charge and spin): 51.9 kcal per mole



8.
A gas-phase ion, C6H10N (charge +1), computed with ωB97M-V/def2-TZVPD.

Atoms and positions in Å:
C 1.511 -0.154 0.579
C 2.739 -0.251 0.792
C 0.144 -0.330 -1.454
C 0.181 -0.352 0.176
C -0.819 -1.304 0.798
C -1.694 1.169 -0.663
N -0.307 0.777 -0.673
H 3.315 0.479 1.333
H 3.396 -0.755 0.119
H 1.158 -0.177 -1.762
H -1.522 -1.988 0.159
H -1.661 -0.766 1.394
H -0.501 -2.038 1.613
H -1.857 1.644 0.337
H -1.915 2.018 -1.325
H -2.390 0.398 -0.734
H 0.223 1.630 -0.689

Calculated values
calculated total energy: -288.87649 Ha
net charge: +1
relative energy (zero: lowest compared OMol25 entry of this formula, charge and spin): 129.6 kcal per mole



9.
A gas-phase ion, C6H10N (charge +1), computed with ωB97M-V/def2-TZVPD.

Atoms and positions in Å:
C 0.506 -1.269 0.013
C 0.320 -0.919 -1.347
C -0.914 0.438 0.921
C -0.706 1.365 -0.053
C 1.448 -2.447 0.370
C -0.808 2.792 -0.253
N 0.001 -0.627 0.974
H 1.218 -0.794 -1.885
H -0.653 -0.864 -1.876
H -1.113 0.826 1.852
H -1.865 0.067 0.527
H 2.101 -2.462 -0.528
H 0.868 -3.329 0.717
H 2.086 -2.291 1.177
H -1.519 3.132 -1.004
H 0.230 3.152 -0.366
H -1.198 3.231 0.761

Calculated values
calculated total energy: -288.86361 Ha
net charge: +1
relative energy (zero: lowest compared OMol25 entry of this formula, charge and spin): 137.6 kcal per mole



10.
A gas-phase ion, C6H10N (charge +1), computed with ωB97M-V/def2-TZVPD.

Atoms and positions in Å:
C 2.507 1.605 -1.694
C -0.577 1.439 -0.114
C -0.168 0.436 0.819
C 0.268 0.816 -1.169
C -0.545 -2.059 0.529
C -1.080 -0.726 1.036
N 1.475 1.196 -1.399
H 3.538 1.639 -1.773
H -1.522 1.410 -0.360
H -0.251 2.507 0.073
H 0.825 0.427 1.510
H -0.083 -0.092 -1.685
H 0.463 -2.133 0.827
H -0.419 -2.065 -0.538
H -1.172 -2.720 1.009
H -1.159 -0.948 2.143
H -2.100 -0.731 0.789

Calculated values
calculated total energy: -288.94067 Ha
net charge: +1
relative energy (zero: lowest compared OMol25 entry of this formula, charge and spin): 89.3 kcal per mole



11.
C6H10N2 in the gas phase, computed with ωB97M-V/def2-TZVPD.

Atoms and positions in Å:
N -0.009 -0.077 2.458
C -0.228 -0.365 0.997
C -1.149 0.535 0.189
C -1.338 0.138 -1.246
C -0.280 1.156 -1.003
N 1.117 0.723 -0.876
C 1.283 -0.808 -1.028
C 1.089 -0.152 0.270
H 0.386 0.820 2.602
H 0.546 -0.736 2.882
H -0.596 -1.406 0.796
H -1.966 1.013 0.641
H -2.165 0.427 -1.765
H -1.177 -0.860 -1.633
H -0.291 2.159 -1.320
H 0.581 -1.342 -1.724
H 2.309 -1.108 -1.241
H 1.888 -0.116 1.001

Calculated values
calculated total energy: -344.01067 Ha
SMILES string: N[C@H]1[C@@H]2C[C@@H]2N2C[C@H]12
relative energy (zero: lowest compared OMol25 entry of this formula, charge and spin): 79.1 kcal per mole



12.
C6H10N2 in the gas phase, computed with ωB97M-V/def2-TZVPD.

Atoms and positions in Å:
C 0.179 1.503 1.534
C 0.364 0.110 0.763
C -0.064 -1.080 1.670
C -0.054 -0.148 -0.677
C -1.260 -0.206 -1.468
N -1.126 -0.340 -2.741
N 0.149 -0.403 -2.921
C 0.849 -0.137 -1.721
H -0.864 1.724 1.315
H 0.103 1.332 2.800
H 0.848 2.360 1.351
H 1.523 0.116 0.755
H -1.220 -0.908 2.002
H 0.418 -1.297 2.782
H -0.140 -2.148 1.079
H -2.271 0.251 -1.031
H 0.616 -0.522 -3.797
H 1.950 -0.208 -1.695

Calculated values
calculated total energy: -344.02186 Ha
SMILES string: CC(C)c1cn[nH]c1
relative energy (zero: lowest compared OMol25 entry of this formula, charge and spin): 72.1 kcal per mole



13.
A molecular structure, C6H10N2, computed with ωB97M-V/def2-TZVPD.

Atoms and positions in Å:
C -0.404 1.947 0.736
C -0.543 0.338 -0.731
C 0.136 -1.007 -0.999
C 1.438 -1.171 -0.029
C -0.522 -1.631 0.277
C 0.117 0.558 0.693
H 0.424 2.742 1.001
H -1.375 2.306 1.091
H -1.272 2.136 -1.401
H -1.726 -0.095 -0.985
H -0.242 -1.484 -1.829
H 2.173 -0.501 -0.239
H 1.769 -2.256 0.043
H -1.521 -1.449 0.317
H -0.347 -2.637 0.486
H 1.064 0.818 0.235
N -0.435 1.741 -0.818
N 0.396 -0.854 1.047

Calculated values
calculated total energy: -343.85189 Ha
relative energy (zero: lowest compared OMol25 entry of this formula, charge and spin): 178.7 kcal per mole